*one*
Here is a structure of composition C14H12BBr2N8S2V from OMol25. Energies are from ωB97M-V with the def2-TZVPD basis set.

Last column: Mulliken spin population.
Atoms and positions in Å:
1 C -1.338 -2.055 3.454  0.00
2 H -2.428 3.636 2.324  0.00
3 C -0.529 -1.977 2.322  0.02
4 N -1.604 1.988 1.319  0.02
5 C -2.230 -1.008 3.301  0.01
6 C -0.474 3.882 1.247  0.00
7 C 0.185 2.878 0.533  0.04
8 C 1.326 -2.886 -4.435  0.00
9 Br 2.269 -0.723 0.372  0.00
10 S 0.660 0.611 -2.429  -0.02
11 C -1.611 3.261 1.729  0.02
12 C -4.192 -0.160 -1.774  0.00
13 V -0.184 -0.152 -0.278  1.02
14 C 1.217 -1.490 -4.113  0.01
15 N -3.102 0.410 0.062  0.01
16 H 3.864 0.831 1.428  0.00
17 H -3.585 1.214 2.146  0.00
18 H -5.173 0.695 0.061  0.00
19 C 0.814 -1.070 -2.851  0.00
20 Br 2.019 0.994 3.098  0.00
21 C 1.546 -0.553 -5.151  0.00
22 C 3.171 0.110 1.840  0.00
23 C -4.310 0.359 -0.492  0.00
24 H -0.167 4.904 1.393  0.00
25 N 1.426 -4.003 -4.704  0.00
26 H 1.109 2.919 -0.024  0.00
27 B -2.642 0.846 1.482  -0.03
28 N -0.493 1.733 0.580  -0.03
29 H -4.976 -0.326 -2.493  0.00
30 H -1.286 -2.766 4.261  0.00
31 N -1.953 -0.376 2.160  0.02
32 H 0.296 -2.603 2.018  0.00
33 H 3.681 -0.681 2.373  0.00
34 H -2.280 -0.817 -2.750  0.00
35 C -2.830 -0.409 -1.916  -0.01
36 N -0.894 -0.962 1.539  -0.03
37 H -3.049 -0.676 3.920  0.00
38 S 0.351 -2.182 -1.605  -0.02
39 N 1.798 0.185 -6.001  0.00
40 N -2.164 -0.069 -0.811  -0.02

## Properties
charge	-1
expectation value of S²	0.755
2S+1	2
HOMO (alpha / beta)	-3.61 / -3.14	eV
frontier orbital gap (alpha / beta)	5.80 / 5.33	eV
lowest unoccupied orbital energy (alpha / beta)	2.2 / 2.2	eV

---

*two*
Here is a structure of composition C14H12BBr2N8S2V from OMol25. Energies are from ωB97M-V with the def2-TZVPD basis set.

Last column: Mulliken spin population.
Atoms and positions in Å:
1 N 0.631 -0.840 1.317  -0.03
2 C 1.594 -0.869 2.224  0.00
3 H 0.819 -0.610 -3.050  0.00
4 Br -1.992 0.895 -3.784  0.00
5 N -0.154 -1.054 -1.251  -0.04
6 C -0.995 -3.001 -1.795  0.04
7 C 1.458 -2.012 3.014  0.00
8 C 3.702 3.915 1.454  0.00
9 N -0.135 -1.915 1.495  0.01
10 H -1.536 -3.914 -1.637  0.00
11 S 2.567 0.668 -0.653  -0.02
12 H -2.017 -3.040 0.890  0.00
13 H -4.653 1.242 1.375  0.00
14 B -1.379 -2.079 0.622  -0.03
15 C 2.580 2.020 0.393  0.00
16 H 2.334 -0.091 2.280  0.00
17 N -1.613 0.388 0.552  -0.04
18 N -2.190 -0.789 0.784  0.02
19 H -1.952 3.304 -3.179  0.00
20 C 0.344 -2.652 2.513  0.00
21 N -0.881 -2.082 -0.823  0.03
22 H -0.447 2.822 -4.052  0.00
23 H -0.127 -3.567 2.815  0.00
24 H -0.219 -3.013 -3.856  0.00
25 C 0.200 -1.302 -2.503  0.06
26 C -1.166 2.560 -3.282  -0.01
27 H -4.106 -1.440 1.369  0.00
28 Br -0.179 2.478 -1.494  -0.01
29 H 2.087 -2.329 3.821  0.00
30 N 5.998 2.090 -0.279  0.00
31 N 3.717 4.882 2.083  0.00
32 C 4.967 2.394 0.139  0.00
33 C 3.724 2.766 0.657  0.00
34 S 1.055 2.411 1.108  -0.02
35 H -2.276 2.377 0.645  0.00
36 C -0.317 -2.536 -2.902  -0.01
37 V 0.277 0.449 -0.054  1.00
38 C -2.518 1.333 0.760  0.02
39 C -3.471 -0.606 1.143  0.02
40 C -3.729 0.748 1.141  0.00

## Properties
charge	-1
expectation value of S²	0.760
2S+1	2
HOMO (alpha / beta)	-3.37 / -2.85	eV
frontier orbital gap (alpha / beta)	5.63 / 5.12	eV
lowest unoccupied orbital energy (alpha / beta)	2.3 / 2.3	eV

---

The data favor *one*; the next most stable structure lies 94.3 kJ/mol above it.

---

*one*
Here is a structure of composition C8H12N2O from OMol25. Energies are from ωB97M-V with the def2-TZVPD basis set.

Last column: Mulliken charge in e.
Atoms and positions in Å:
1 O -3.919 -2.751 0.673  -0.54
2 H 1.694 0.313 -2.501  0.27
3 H -1.430 -4.756 0.591  0.23
4 H -1.198 -2.105 1.918  0.29
5 C -2.147 -4.188 1.451  -0.89
6 C 3.622 2.932 -1.268  -0.13
7 H 4.688 3.399 -1.279  0.27
8 H -2.773 -0.218 2.428  0.27
9 N -1.872 -1.860 1.042  -0.30
10 H 0.953 3.153 0.614  0.33
11 H -1.451 -3.989 2.598  0.25
12 C 3.332 1.884 -2.057  -0.28
13 C -2.788 -2.869 0.968  0.64
14 N 2.744 3.442 -0.387  -0.51
15 C -2.335 -0.428 1.326  -0.75
16 H 4.081 1.506 -2.769  0.32
17 C 1.645 2.755 -0.121  -0.15
18 H -3.403 -0.511 1.089  0.33
19 C 2.133 1.158 -1.834  -0.34
20 H 0.327 1.180 -0.669  0.24
21 C 1.289 1.659 -0.858  -0.02
22 H -2.958 -5.002 1.508  0.29
23 H -1.795 0.544 0.851  0.18

## Properties
HOMO	-9.68	eV
frontier orbital gap	10.21	eV
lowest unoccupied orbital energy	0.5	eV

---

*two*
Here is a structure of composition C8H12N2O from OMol25. Energies are from ωB97M-V with the def2-TZVPD basis set.

Last column: Mulliken charge in e.
Atoms and positions in Å:
1 N -0.607 1.230 -0.348  -0.42
2 H 2.560 -2.079 -0.473  0.38
3 H 0.496 3.208 -0.682  0.30
4 N 0.423 -1.080 0.011  -0.42
5 C -1.853 -2.132 -0.065  -0.96
6 C 1.367 -0.147 0.335  0.25
7 C 1.394 2.500 0.013  -0.85
8 H -1.397 -3.274 0.970  0.25
9 C 2.912 -0.394 -0.035  -0.53
10 C 0.726 1.133 0.165  0.38
11 H -2.079 -2.679 -1.076  0.25
12 H -3.352 0.084 1.117  0.38
13 C -2.970 0.393 0.048  -1.39
14 H 2.306 2.363 -0.637  0.25
15 C -0.839 -0.984 -0.103  0.34
16 H -2.947 -1.278 0.555  0.22
17 C -1.333 0.281 -0.027  0.59
18 H 2.985 0.383 -0.968  0.15
19 H 1.648 2.826 1.150  0.24
20 H 3.600 0.192 0.694  0.29
21 O 3.413 -1.785 -0.045  -0.48
22 H -3.146 1.550 0.173  0.32
23 H -3.308 -0.310 -0.772  0.44

## Properties
HOMO	-8.79	eV
frontier orbital gap	9.06	eV
lowest unoccupied orbital energy	0.3	eV

---

*three*
Here is a cluster of 2 separate species, C8H12N2O in total from OMol25. Energies are from ωB97M-V with the def2-TZVPD basis set.

Last column: Mulliken charge in e.
Atoms and positions in Å:
1 N 0.790 1.318 -0.052  -0.55
2 C 1.625 -0.870 -0.746  -0.47
3 H 0.716 1.578 1.899  0.45
4 C -2.015 -0.048 -0.029  0.84
5 H -1.765 1.551 -1.722  0.41
6 H 1.992 -0.438 2.608  0.36
7 O -3.063 0.343 -0.501  -0.67
8 C -0.732 1.117 -1.703  -1.15
9 H 2.734 -2.036 0.761  0.36
10 H -0.025 1.961 -1.553  0.37
11 C -1.947 -0.878 1.231  -0.89
12 H -0.022 -0.146 -0.178  -0.21
13 C 2.010 -1.196 0.578  -0.21
14 H -2.280 -1.896 0.944  0.24
15 H -0.943 -0.985 1.640  0.22
16 H -2.638 -0.441 1.932  0.32
17 H 1.941 -1.494 -1.528  0.49
18 C 1.120 0.425 -1.031  -0.14
19 C 1.050 0.886 1.190  -0.19
20 C 1.797 -0.260 1.538  -0.50
21 H 0.990 0.781 -2.031  0.52
22 N -0.832 0.222 -0.578  0.16
23 H -0.504 0.506 -2.666  0.25

## Properties
SMILES	CNC(C)=O.c1ccncc1
HOMO	-8.77	eV
frontier orbital gap	9.18	eV
lowest unoccupied orbital energy	0.4	eV

---

The data favor *one*; the next most stable structure lies 250.6 kJ/mol above it.

---

*one*
Here is an isolated molecule of C8H12N2O from OMol25. Energies are from ωB97M-V with the def2-TZVPD basis set.

Last column: Mulliken charge in e.
Atoms and positions in Å:
1 C 0.645 -0.453 0.438  0.79
2 C 1.498 0.689 1.003  -0.06
3 C -2.031 -1.863 -1.104  -1.58
4 C -2.324 0.651 -1.716  -0.80
5 H -0.501 -1.987 0.610  0.34
6 N -0.519 1.542 -1.029  0.35
7 C -1.607 -0.393 -1.047  1.21
8 H -2.538 -2.271 -0.152  0.28
9 C 2.004 -0.078 -0.129  -0.48
10 H 2.204 0.552 -1.117  0.21
11 H 1.265 1.711 0.820  0.15
12 H -1.092 -2.429 -1.181  0.48
13 C 1.855 0.935 2.456  -1.61
14 H 2.190 -0.011 2.937  0.33
15 H -2.637 -2.016 -1.936  0.38
16 O 0.386 -1.705 0.906  -0.62
17 N -1.682 1.781 -1.687  -0.97
18 C -0.521 0.277 -0.550  -0.16
19 H 2.775 1.554 2.448  0.33
20 H -3.205 0.707 -2.309  0.48
21 H 0.084 2.333 -0.674  0.26
22 H 1.015 1.373 2.898  0.38
23 H 2.735 -0.898 0.112  0.29

## Properties
SMILES	Cc1cn[nH]c1[C@@]1(O)C[C@@H]1C
HOMO	-8.63	eV
frontier orbital gap	9.40	eV
lowest unoccupied orbital energy	0.8	eV

---

*two*
Here is an isolated molecule of C8H12N2O from OMol25. Energies are from ωB97M-V with the def2-TZVPD basis set.

Last column: Mulliken charge in e.
Atoms and positions in Å:
1 H 1.349 1.777 -1.748  0.37
2 H 0.705 2.898 0.570  0.49
3 N 0.242 -1.266 0.669  1.31
4 H -0.863 2.996 -0.090  0.29
5 H -0.680 2.375 1.508  0.33
6 C -0.831 0.261 -0.794  -0.08
7 H -0.679 0.452 -1.924  0.36
8 H 1.578 0.098 1.861  0.25
9 H -2.481 0.324 0.486  0.39
10 H 1.757 -0.017 -1.237  0.30
11 H -1.158 -2.772 -1.794  0.38
12 C -0.537 -1.205 -0.402  0.31
13 C 0.485 -0.053 1.346  -0.74
14 H 0.017 -4.389 0.244  0.41
15 C -0.734 -2.514 -0.841  -1.13
16 C -0.063 -3.278 0.142  -0.16
17 C 0.201 1.072 -0.070  1.50
18 H 2.433 1.435 -0.327  0.39
19 N 0.487 -2.489 1.040  -1.50
20 C 1.514 1.066 -0.828  -1.50
21 H -0.352 0.251 2.047  0.37
22 C -0.186 2.331 0.566  -1.75
23 O -2.202 0.645 -0.422  -0.58

## Properties
SMILES	CC1(C)Cn2nccc2[C@H]1O
HOMO	-9.24	eV
frontier orbital gap	9.91	eV
lowest unoccupied orbital energy	0.7	eV

---

The data favor *two*; the next most stable structure lies 105.9 kJ/mol above it.